Entry 1:
Below is a cluster of 2 separate species, C3H9O2P in total, with properties calculated with wB97M-V/def2-TZVPD.

- Calculated total energy: -16634.7515 eV
- Kohn-Sham gap: 8.7 eV
- Lowest unoccupied orbital energy: -0.374 eV
- HOMO energy: -0.3346 hartree
- Energy above the lowest of the compared OMol25 structures with the same formula, charge and spin: 6.268 eV

CARTESIAN COORDINATES (ANGSTROEM)
1 C 0.775 0.276 1.298
2 P 1.667 0.285 -0.186
3 C 0.611 -0.131 -1.723
4 O 2.728 -0.865 0.067
5 O 3.304 0.182 -0.787
6 H 1.350 0.106 2.137
7 H -0.024 0.930 1.302
8 H 0.417 -1.164 -1.803
9 H -0.335 0.472 -1.526
10 H 0.955 0.138 -2.590
11 C -2.283 -0.048 0.795
12 H -2.508 0.455 -0.198
13 H -2.997 -0.656 1.198
14 H -1.993 0.727 1.499
15 H -1.667 -0.707 0.520

Entry 2:
Below is an isolated molecule of C12H14O, with properties calculated with wB97M-V/def2-TZVPD.

- Calculated total energy: -14716.8026 eV
- Kohn-Sham gap: 8.7 eV
- Lowest unoccupied orbital energy: 0.684 eV
- HOMO energy: -0.2961 hartree
- Energy above the lowest of the compared OMol25 structures with the same formula, charge and spin: 0.461 eV

CARTESIAN COORDINATES (ANGSTROEM)
1 C -0.610 -2.499 -0.271
2 C -0.286 -1.095 -0.199
3 C -1.118 -0.112 -0.447
4 C -2.558 -0.070 -0.513
5 C -0.258 1.302 -0.312
6 C -0.431 2.060 1.052
7 O -0.407 2.101 -1.386
8 C 1.140 0.718 -0.244
9 C 2.355 1.347 -0.291
10 C 3.542 0.651 -0.044
11 C 3.492 -0.716 0.102
12 C 2.333 -1.415 -0.031
13 C 1.146 -0.675 -0.080
14 H -1.715 -2.686 -0.346
15 H -0.318 -3.103 0.629
16 H -0.160 -2.961 -1.069
17 H -2.940 -0.742 -1.223
18 H -2.755 0.987 -0.704
19 H -2.999 -0.283 0.588
20 H -0.313 1.380 1.946
21 H -1.556 2.493 1.056
22 H 0.342 2.804 1.059
23 H -1.362 2.360 -1.572
24 H 2.253 2.375 -0.219
25 H 4.436 1.148 -0.017
26 H 4.484 -1.153 0.230
27 H 2.428 -2.449 0.182

Entry 3:
Below is a structure of composition C20H10CoF11NO4PS5, with properties calculated with wB97M-V/def2-TZVPD.

- Total charge: -1
- Calculated total energy: -161570.3873 eV
- Spin multiplicity: 2
- Kohn-Sham gap (alpha / beta): 6.9 / 7.6 eV
- Lowest unoccupied orbital energy (alpha / beta): 1.905 / 2.446 eV
- HOMO energy (alpha / beta): -0.1847 / -0.1879 hartree
- Energy above the lowest of the compared OMol25 structures with the same formula, charge and spin: 0.000 eV

CARTESIAN COORDINATES (ANGSTROEM)
1 Co 1.137 -0.487 -0.166
2 F 0.248 1.021 4.190
3 C 1.495 0.552 4.261
4 F 2.120 1.172 5.260
5 F 1.447 -0.749 4.545
6 S 2.363 0.792 2.626
7 O 1.811 -0.284 1.830
8 O 3.748 0.722 2.953
9 N 1.909 2.231 2.209
10 S 1.001 2.610 0.991
11 O 1.456 3.782 0.323
12 O 0.545 1.516 0.156
13 C -0.581 3.161 1.828
14 F -1.206 4.065 1.072
15 F -0.324 3.721 3.012
16 F -1.404 2.132 2.013
17 F 7.963 -0.172 0.863
18 C 6.740 -0.617 0.549
19 C 5.735 0.263 0.200
20 F 5.976 1.573 0.158
21 C 4.494 -0.231 -0.142
22 F 3.558 0.657 -0.552
23 C 4.162 -1.587 -0.114
24 S 2.618 -2.233 -0.557
25 C 5.216 -2.445 0.225
26 F 5.017 -3.768 0.233
27 C 6.473 -1.976 0.542
28 F 7.459 -2.837 0.832
29 S -0.920 -1.435 0.712
30 P -1.463 -0.788 -1.108
31 S 0.066 -0.559 -2.380
32 C -2.710 -1.940 -1.797
33 C -3.314 -2.894 -0.988
34 C -4.256 -3.760 -1.525
35 C -4.590 -3.677 -2.868
36 C -3.987 -2.723 -3.676
37 C -3.052 -1.851 -3.142
38 C -2.451 0.746 -0.989
39 C -2.021 1.925 -1.580
40 C -2.815 3.061 -1.501
41 C -4.035 3.011 -0.844
42 C -4.464 1.828 -0.256
43 C -3.673 0.694 -0.325
44 H -3.027 -2.957 0.054
45 H -4.724 -4.503 -0.891
46 H -5.310 -4.366 -3.291
47 H -4.246 -2.664 -4.726
48 H -2.572 -1.111 -3.770
49 H -1.068 1.944 -2.091
50 H -2.479 3.984 -1.955
51 H -4.654 3.898 -0.791
52 H -5.420 1.790 0.251
53 H -3.987 -0.235 0.136

| no. | strongest force on any atom (eV/A) |
| --- | --- |
| 1 | 7.83 |
| 2 | 4.28 |
| 3 | 0.99 |